(1)
Density functional theory data (the ωB97M-V functional and the def2-TZVPD basis) for a single C21H20ClN3O3S molecule.

Last column: Mulliken charge in e.
Geometry (Å):
O 2.856 -0.427 -3.195  -0.62
C 2.565 -0.650 -2.038  0.16
N 3.322 -1.417 -1.217  -0.16
H 3.121 -1.435 -0.230  0.31
C 4.602 -1.954 -1.637  -1.20
C 5.746 -1.169 -1.048  0.53
C 5.940 0.153 -1.436  -0.13
C 6.961 0.906 -0.889  -0.75
C 7.799 0.331 0.055  0.38
C 7.622 -0.984 0.452  -0.64
C 6.592 -1.726 -0.099  -0.41
H 6.454 -2.752 0.209  0.33
H 8.282 -1.421 1.185  0.41
Cl 9.081 1.265 0.742  -0.21
H 7.113 1.930 -1.193  0.42
H 5.287 0.588 -2.177  0.45
H 4.663 -3.005 -1.340  0.43
H 4.616 -1.883 -2.728  0.36
C 1.318 -0.105 -1.413  0.86
C 0.581 -0.830 -0.490  -0.90
C -0.591 -0.287 0.032  0.24
C -1.015 0.987 -0.364  0.29
C -0.269 1.701 -1.300  -0.81
C 0.881 1.157 -1.826  -0.86
H 1.461 1.686 -2.566  0.49
H -0.623 2.676 -1.597  0.50
C -2.244 1.558 0.197  0.75
O -2.666 2.657 -0.082  -0.65
N -2.928 0.748 1.107  0.20
C -2.508 -0.493 1.495  0.23
S -3.286 -1.448 2.591  -0.36
N -1.358 -0.969 0.941  -0.08
H -1.078 -1.892 1.248  0.29
C -4.148 1.302 1.667  -1.70
H -3.957 2.344 1.937  0.23
H -4.410 0.732 2.558  0.62
C -5.326 1.285 0.665  0.48
H -5.066 1.919 -0.188  0.43
O -6.470 1.844 1.268  -0.51
C -7.218 0.815 1.902  -0.62
H -8.267 0.968 1.630  0.34
C -6.675 -0.533 1.401  -0.43
H -6.117 -1.042 2.185  0.10
H -7.474 -1.191 1.067  0.40
C -5.741 -0.130 0.258  -0.60
H -6.284 -0.089 -0.686  0.36
H -4.897 -0.807 0.148  0.26
H -7.127 0.909 2.991  0.29
H 0.881 -1.824 -0.191  0.51

Its gap between HOMO and LUMO is 8.34 eV. The SMILES is O=C(NCc1ccc(Cl)cc1)c1ccc2c(=O)n(C[C@H]3CCCO3)c(=S)[nH]c2c1. The value obtained for the lowest unoccupied orbital energy is -0.4219 eV. The energy above the lowest of the compared OMol25 structures with the same formula, charge and spin is 0.000 eV.


(2)
Density functional theory data (the ωB97M-V functional and the def2-TZVPD basis) for a molecular structure, C21H20ClN3O4S.

Last column: Mulliken charge in e.
Geometry (Å):
C -4.696 2.548 -1.066  -1.60
H -4.838 2.476 -2.200  0.36
H -4.431 3.632 -1.062  0.37
H -5.607 2.513 -0.660  0.50
C -3.500 1.693 -0.610  1.90
C -4.244 0.135 -0.361  -1.98
H -4.552 -0.243 -1.225  0.73
H -5.145 0.231 0.091  0.55
H -3.579 -0.601 -0.120  0.37
C -2.430 1.384 -1.472  -0.69
O -2.564 1.408 -2.756  -0.72
N -1.321 0.727 -0.988  0.28
H -1.328 0.689 0.099  0.33
C -0.268 0.365 -1.576  -1.50
H 0.774 0.824 -1.164  0.23
H -0.227 0.797 -2.433  0.84
C -0.029 -1.009 -1.622  -0.40
N 0.458 -1.812 -0.475  0.32
C -0.481 -1.966 0.424  0.51
O -1.555 -1.755 0.740  -0.43
S 0.645 -2.878 1.669  -0.47
C 1.986 -3.112 0.808  0.60
C 3.039 -3.614 1.201  -0.37
C 4.403 -3.897 0.813  0.39
C 4.911 -3.387 -0.860  -0.62
C 6.179 -3.635 -0.922  -0.36
C 7.147 -4.271 0.091  -0.46
N 6.460 -4.815 1.091  -0.50
C 5.386 -4.539 1.631  -0.29
H 5.013 -4.771 2.584  0.43
H 7.987 -4.692 -0.314  0.37
H 6.727 -3.365 -1.965  0.16
H 4.263 -2.838 -1.255  0.77
H 3.108 -3.867 2.246  0.18
C 1.799 -2.233 -0.519  0.52
O 2.297 -2.178 -1.557  -0.50
H 0.627 -1.270 -2.713  0.14
H -1.191 -1.612 -1.744  0.21
O -3.283 1.810 0.762  -0.52
C -2.575 2.779 1.056  0.23
C -1.969 3.842 0.280  0.25
C -1.216 4.663 0.683  -0.04
C -0.970 5.113 1.904  0.10
C -1.540 4.395 2.898  -0.68
C -2.341 3.181 2.299  -0.19
H -2.930 2.782 3.139  0.28
H -1.552 4.694 3.952  0.39
Cl -0.132 6.715 2.480  -0.25
H -0.749 5.527 -0.352  0.14
H -1.963 3.438 -0.950  0.10

Its gap between HOMO and LUMO is 7.11 eV. The value obtained for the lowest unoccupied orbital energy is -1.1520 eV. The energy above the lowest of the compared OMol25 structures with the same formula, charge and spin is 19.657 eV.


(3)
Density functional theory data (the ωB97M-V functional and the def2-TZVPD basis) for a molecular structure, C21H20EuF5OS.

Last column: Mulliken spin population.
Geometry (Å):
Eu 0.259 0.247 0.406  5.01
C -1.932 1.417 1.622  -0.01
C -1.761 2.325 0.533  0.00
C -2.120 1.646 -0.669  0.00
H -1.428 3.361 0.609  0.00
C -2.522 0.317 -0.326  -0.02
C -2.410 0.175 1.092  0.02
H -2.649 -0.718 1.670  0.00
H -1.719 1.636 2.668  0.00
H -2.137 2.086 -1.667  0.00
H -2.884 -0.438 -1.025  0.00
C 1.750 -2.003 0.994  -0.01
C 0.427 -2.298 1.449  0.01
C -0.397 -2.503 0.303  -0.01
H 0.108 -2.368 2.491  0.01
C 0.419 -2.375 -0.858  0.02
C 1.746 -2.063 -0.433  0.01
H 2.611 -1.930 -1.089  0.01
H 2.609 -1.767 1.627  0.00
H -1.463 -2.735 0.310  0.00
H 0.103 -2.562 -1.888  0.00
O 1.214 1.649 -0.960  -0.01
C 0.289 0.149 -4.217  0.74
C 0.763 1.536 -3.789  -0.04
C -1.112 -0.151 -3.945  -0.05
C 1.351 -0.852 -4.254  0.00
C 1.198 2.163 -2.271  0.10
H -0.006 2.249 -4.140  0.02
H 1.689 1.708 -4.369  0.02
H 2.245 2.458 -2.464  0.00
H 0.523 3.032 -2.220  0.00
H -1.748 -0.430 -4.813  0.06
H -1.578 0.738 -3.489  0.01
H -1.148 -0.997 -3.243  0.04
H 1.752 -1.128 -5.249  0.05
H 1.015 -1.768 -3.762  0.02
H 2.200 -0.421 -3.699  0.01
F 2.364 -0.318 7.667  0.00
C 2.232 0.116 6.398  0.00
C 1.061 -0.159 5.682  0.00
F 0.070 -0.875 6.255  0.00
C 0.939 0.289 4.376  -0.01
F -0.195 -0.055 3.678  0.00
C 1.951 1.047 3.738  0.01
S 1.851 1.707 2.184  0.01
C 3.125 1.284 4.494  0.01
F 4.128 1.976 3.912  0.00
C 3.274 0.827 5.795  0.00
F 4.421 1.065 6.468  0.00

Its gap between HOMO and LUMO (alpha / beta) is 4.25 / 2.71 eV. The value obtained for the lowest unoccupied orbital energy (alpha / beta) is 4.7524 / 4.7524 eV. Its charge is -2. The multiplicity is 7.


(4)
Density functional theory data (the ωB97M-V functional and the def2-TZVPD basis) for 6 unconnected molecules or ions with the total composition C21H20F5N2O15S.

Last column: Mulliken charge in e.
Geometry (Å):
C 0.512 0.234 -3.095  0.16
C 1.342 0.557 -2.248  -1.02
C 1.977 1.262 -1.033  0.59
C 2.448 0.494 0.202  -0.08
N 2.970 1.231 1.253  0.54
N 3.133 2.527 1.385  -0.75
C 2.753 3.307 0.324  0.10
S 2.911 5.153 0.412  -0.20
C 2.146 2.777 -0.988  -0.19
H -0.339 -0.010 -3.798  0.39
H 2.379 -0.637 0.257  0.46
H 3.274 0.651 2.083  0.33
H 1.581 5.540 0.580  0.21
H 1.850 3.438 -1.845  0.49
C 6.581 -1.828 4.176  -0.51
C 6.956 -1.099 2.927  0.34
O 5.710 -0.625 2.443  -0.21
C 4.938 -0.452 3.549  0.69
O 3.919 0.187 3.566  -0.70
O 5.455 -1.077 4.631  -0.32
F 7.479 -1.944 2.011  -0.30
H 6.277 -2.861 3.988  0.30
H 7.381 -1.828 4.915  0.28
H 7.635 -0.256 3.084  0.32
C -4.184 0.863 -1.033  -0.41
C -4.064 1.796 -2.197  0.50
O -3.142 1.132 -3.045  -0.35
C -3.309 -0.197 -2.795  0.61
O -2.901 -1.071 -3.503  -0.55
O -4.001 -0.410 -1.644  -0.16
F -3.526 2.983 -1.817  -0.31
H -3.403 1.022 -0.284  0.31
H -5.156 0.929 -0.545  0.19
H -4.997 1.967 -2.734  0.25
C -8.563 -0.248 -0.038  -0.49
C -9.301 -0.770 -1.230  0.38
O -8.946 0.146 -2.252  -0.35
C -7.708 0.599 -1.921  0.63
O -6.976 1.171 -2.673  -0.54
O -7.396 0.314 -0.628  -0.31
F -10.639 -0.708 -1.039  -0.30
H -9.114 0.534 0.491  0.33
H -8.305 -1.035 0.669  0.26
H -9.016 -1.781 -1.529  0.30
C -3.751 -4.441 -0.411  -0.42
C -3.718 -3.688 0.883  0.31
O -4.756 -2.742 0.730  -0.26
C -5.662 -3.325 -0.108  0.65
O -6.781 -2.943 -0.254  -0.49
O -5.132 -4.400 -0.750  -0.32
F -2.545 -3.023 1.033  -0.27
H -3.169 -3.952 -1.198  0.28
H -3.403 -5.469 -0.305  0.28
H -3.908 -4.303 1.767  0.25
C 6.850 2.232 0.046  0.07
C 7.478 1.245 -0.892  0.35
O 8.789 1.109 -0.384  -0.32
C 8.690 1.345 0.954  0.67
O 9.529 1.060 1.748  -0.49
O 7.504 1.943 1.276  -0.32
F 7.551 1.745 -2.147  -0.29
H 7.052 3.268 -0.237  0.33
H 5.772 2.096 0.134  -0.23
H 6.988 0.267 -0.912  0.28

Its gap between HOMO and LUMO is 8.20 eV. The value obtained for the lowest unoccupied orbital energy is -5.0226 eV. Its charge is +1. The energy above the lowest of the compared OMol25 structures with the same formula, charge and spin is 0.000 eV.


(5)
Density functional theory data (the ωB97M-V functional and the def2-TZVPD basis) for a molecular structure, C21H20IIrN3O4S.

Last column: Mulliken spin population.
Geometry (Å):
Ir 12.726 10.785 8.874  2.52
O 17.132 10.591 7.840  0.30
C 17.358 11.730 7.362  0.10
C 18.698 12.122 6.910  0.27
C 19.136 13.441 6.760  -0.07
C 18.231 14.444 6.843  0.26
C 16.863 14.187 7.192  -0.02
C 16.431 12.921 7.549  0.15
C 15.074 12.604 8.004  0.01
O 15.015 11.612 8.943  0.04
N 14.091 13.207 7.494  0.03
N 12.874 12.760 8.062  0.18
C 11.963 13.534 7.638  -0.02
C 10.490 13.436 7.822  0.16
C 9.687 14.444 7.299  -0.04
C 8.297 14.408 7.259  0.30
C 7.671 13.175 7.779  -0.04
C 8.418 12.136 8.134  0.14
C 9.828 12.188 8.209  0.10
O 10.430 11.180 8.649  0.34
H 15.863 11.050 9.052  0.00
H 19.437 11.277 6.950  0.00
H 20.225 13.570 6.626  0.00
H 18.480 15.453 6.641  0.01
H 16.251 15.121 7.376  0.00
H 12.150 14.363 6.972  0.00
H 10.186 15.336 6.982  0.01
H 7.893 15.277 6.733  0.00
H 6.559 13.095 7.726  0.00
H 8.128 11.138 8.438  0.00
I 11.171 8.509 10.523  0.05
C 11.984 10.048 11.705  0.02
C 11.799 10.192 13.065  -0.01
C 12.313 11.291 13.730  0.01
C 13.085 12.204 13.072  0.00
C 13.189 12.087 11.663  0.02
N 12.621 11.008 11.006  0.07
H 11.333 9.489 13.701  0.00
H 12.341 11.172 14.751  0.00
H 13.721 12.924 13.562  0.00
H 13.857 12.694 11.060  0.01
C 15.181 8.394 5.724  0.00
S 14.471 8.426 7.341  0.01
C 13.365 7.114 6.894  0.00
O 13.575 9.683 7.352  0.07
H 14.351 8.354 4.990  0.00
H 15.791 7.497 5.668  0.00
H 15.776 9.257 5.597  0.00
H 13.992 6.280 6.562  0.00
H 12.780 7.454 6.045  0.00
H 12.669 6.805 7.661  0.00

Its gap between HOMO and LUMO (alpha / beta) is 7.87 / 6.11 eV. The value obtained for the lowest unoccupied orbital energy (alpha / beta) is -5.6678 / -8.2594 eV. Its charge is +2. The multiplicity is 6.


(6)
Density functional theory data (the ωB97M-V functional and the def2-TZVPD basis) for a single C21H20N2O4 molecule.

Last column: Mulliken charge in e.
Geometry (Å):
C 2.911 -4.092 2.572  -0.97
O 3.252 -2.941 1.845  -0.43
C 2.269 -2.023 1.598  1.01
C 0.953 -2.128 2.006  -0.89
C 0.021 -1.149 1.688  -0.97
C 0.393 -0.043 0.943  -0.17
C 1.728 0.080 0.547  0.36
C 2.663 -0.887 0.859  0.25
O 3.974 -0.850 0.493  -0.43
C 4.427 0.244 -0.262  -0.77
H 3.900 0.317 -1.219  0.22
H 5.483 0.057 -0.445  0.25
H 4.317 1.186 0.287  0.35
H 2.013 0.949 -0.027  0.34
N -0.484 0.994 0.622  0.00
C -1.888 0.790 0.416  -0.54
N -2.239 0.211 -0.881  0.37
C -3.040 1.005 -1.650  0.48
O -3.455 0.721 -2.752  -0.72
C -3.287 2.225 -0.847  -0.13
C -4.031 3.352 -1.147  -0.54
C -4.091 4.362 -0.199  -0.47
C -3.421 4.244 1.010  -0.62
C -2.675 3.111 1.310  -0.44
C -2.623 2.104 0.371  0.38
H -2.151 3.020 2.249  0.49
H -3.481 5.046 1.731  0.40
H -4.665 5.254 -0.404  0.39
H -4.543 3.429 -2.093  0.51
C -1.809 -1.096 -1.310  -1.07
C -0.393 -1.111 -1.797  0.45
C 0.285 -0.258 -2.616  -0.22
C 1.591 -0.794 -2.744  -0.92
C 1.605 -1.928 -1.995  -0.50
O 0.408 -2.129 -1.419  -0.35
H 2.373 -2.647 -1.795  0.56
H 2.396 -0.391 -3.325  0.59
H -0.102 0.628 -3.076  0.60
H -1.908 -1.814 -0.490  0.34
H -2.484 -1.381 -2.127  0.46
H -2.268 0.146 1.219  0.30
H -0.088 1.649 -0.040  0.33
H -0.993 -1.276 2.033  0.36
H 0.624 -2.981 2.578  0.39
H 2.146 -4.684 2.057  0.37
H 3.828 -4.676 2.645  0.24
H 2.560 -3.846 3.580  0.37

Its gap between HOMO and LUMO is 8.12 eV. The SMILES is COc1ccc(N[C@H]2c3ccccc3C(=O)N2Cc2ccco2)cc1OC. The value obtained for the lowest unoccupied orbital energy is 0.6786 eV. The energy above the lowest of the compared OMol25 structures with the same formula, charge and spin is 2.460 eV.


(7)
Density functional theory data (the ωB97M-V functional and the def2-TZVPD basis) for a molecular structure, C21H20N3O7Y.

Last column: Mulliken charge in e.
Geometry (Å):
Y -0.729 -1.878 0.212  1.50
O -1.769 -1.519 2.413  -0.42
C -2.750 -2.468 2.836  -0.54
C -2.282 -3.831 2.339  -0.94
N -1.978 -3.788 0.896  0.50
C -0.973 -4.818 0.549  -0.65
C 0.425 -4.374 1.076  0.53
O 1.112 -5.142 1.706  -0.64
O 0.713 -3.140 0.771  -0.66
C -3.183 -3.892 0.050  -0.75
C -3.029 -3.081 -1.268  0.46
O -3.780 -3.302 -2.186  -0.66
O -2.077 -2.193 -1.234  -0.65
H -1.996 -0.602 2.660  0.26
H -3.730 -2.205 2.431  0.40
H -2.818 -2.492 3.926  0.42
H -3.030 -4.598 2.562  0.35
H -1.361 -4.083 2.868  0.42
H -0.906 -4.898 -0.539  0.43
H -1.227 -5.796 0.961  0.37
H -4.044 -3.474 0.572  0.34
H -3.419 -4.928 -0.201  0.37
O -1.564 1.356 2.361  -0.81
C -0.827 1.339 1.388  0.22
N -0.116 2.368 0.853  0.16
C 0.740 1.954 -0.253  3.11
C 0.332 0.475 -0.314  0.35
O 0.722 -0.438 -1.069  -0.81
N -0.577 0.207 0.628  -0.67
C 0.438 2.714 -1.553  -0.65
C -0.007 4.029 -1.495  -0.21
C -0.198 4.756 -2.660  -0.83
C 0.053 4.177 -3.894  -0.37
C 0.494 2.864 -3.956  -0.94
C 0.688 2.135 -2.793  -0.08
C 2.230 2.155 0.062  -0.28
C 3.195 1.274 -0.414  -0.09
C 4.540 1.510 -0.168  -0.96
C 4.934 2.628 0.551  -0.37
C 3.976 3.513 1.019  -0.90
C 2.633 3.279 0.775  -0.26
H -0.062 3.264 1.300  0.25
H -0.216 4.498 -0.541  0.25
H -0.545 5.780 -2.601  0.38
H -0.095 4.745 -4.803  0.39
H 0.688 2.399 -4.914  0.40
H 1.035 1.114 -2.855  0.46
H 2.901 0.400 -0.977  0.48
H 5.279 0.814 -0.540  0.40
H 5.984 2.807 0.745  0.39
H 4.274 4.391 1.577  0.38
H 1.904 3.993 1.141  0.19

Its gap between HOMO and LUMO is 9.73 eV. The value obtained for the lowest unoccupied orbital energy is 0.4170 eV.


(8)
Density functional theory data (the ωB97M-V functional and the def2-TZVPD basis) for 3 unconnected molecules or ions with the total composition C21H20NO7.

Last column: Mulliken charge in e.
Geometry (Å):
C 1.787 -2.848 3.173  -1.35
C 0.466 -2.168 3.706  0.16
O -0.549 -3.171 3.785  -0.54
C 0.003 -0.861 2.912  -1.00
C 0.885 -0.681 1.634  0.40
C 2.117 0.107 1.690  -0.22
N 2.910 0.221 0.550  0.03
C 2.601 -0.370 -0.650  -0.74
C 1.377 -1.174 -0.794  -0.46
C 0.467 -1.350 0.378  0.76
C -0.804 -2.231 0.213  0.10
O -1.113 -3.142 0.925  -0.40
O -1.634 -1.962 -0.881  -0.43
H 1.701 -3.246 2.118  0.32
H 2.679 -2.168 3.274  0.30
H 1.953 -3.761 3.820  0.46
H 0.692 -1.833 4.764  0.34
H -0.244 -3.926 3.250  0.36
H -1.096 -0.859 2.658  0.41
H 0.166 0.032 3.577  0.40
H 2.456 0.596 2.638  0.49
H 3.775 0.755 0.648  0.32
H 3.237 -0.286 -1.561  0.41
H 1.145 -1.673 -1.761  0.56
H -1.028 -1.847 -1.659  0.32
C 0.028 -1.500 -4.946  -0.29
C 0.610 -1.321 -6.131  -0.39
C 0.865 0.038 -6.663  0.30
O 1.392 0.203 -7.740  -0.50
C 0.450 1.188 -5.825  -0.37
C -0.132 1.006 -4.640  -0.42
C -0.385 -0.351 -4.112  0.45
O -0.917 -0.516 -3.024  -0.53
H -0.168 -2.486 -4.542  0.45
H 0.919 -2.150 -6.755  0.43
H 0.645 2.174 -6.228  0.42
H -0.442 1.834 -4.015  0.46
C -1.420 2.584 1.263  -0.23
C -2.632 2.957 0.856  -0.40
C -3.542 3.713 1.748  0.29
O -4.645 4.051 1.379  -0.51
C -3.050 4.039 3.106  -0.39
C -1.837 3.665 3.512  -0.42
C -0.930 2.910 2.621  0.55
O 0.180 2.569 2.990  -0.57
H -0.742 2.030 0.625  0.41
H -3.006 2.727 -0.134  0.44
H -3.727 4.593 3.744  0.42
H -1.462 3.894 4.501  0.43

Its gap between HOMO and LUMO is 7.70 eV. The value obtained for the lowest unoccupied orbital energy is -4.9213 eV. Its charge is +1.


no.,maximum force (eV/A)
1,0.9
2,19.1
3,3.2
4,4.7
5,3.7
6,0.9
7,2.7
8,3.5